Here is C18H24N4O7S in the gas phase at a distorted geometry from the Open Molecules 2025 dataset. Energies are from the ωB97M-V functional and the def2-TZVPD basis.

Last column: natural (NBO) charge in e.
Element x y z (Å)
C (1.967, -2.889, 6.611)  -0.606
H (2.259, -1.841, 6.595)  0.203
C (1.423, -3.319, 5.256)  -0.426
C (2.478, -3.149, 4.162)  -0.063
H (2.827, -2.111, 4.109)  0.173
H (3.337, -3.791, 4.376)  0.202
O (2.026, -3.595, 2.897)  -0.470
C (1.199, -2.855, 2.157)  0.417
C (0.753, -1.570, 2.484)  -0.318
C (-0.106, -0.873, 1.661)  -0.154
C (-0.569, -1.422, 0.469)  -0.077
C (-0.143, -2.691, 0.128)  -0.148
C (0.722, -3.405, 0.947)  -0.051
N (1.108, -4.720, 0.507)  0.528
O (0.432, -5.221, -0.372)  -0.400
O (2.067, -5.254, 1.014)  -0.348
H (-0.471, -3.160, -0.787)  0.249
C (-1.517, -0.675, -0.439)  -0.229
N (-1.430, 0.748, -0.274)  -0.354
C (-0.412, 1.521, -0.751)  0.036
C (-0.730, 2.818, -0.354)  0.091
N (-1.910, 2.814, 0.324)  -0.415
C (-2.309, 1.578, 0.369)  0.370
C (-3.551, 1.112, 1.027)  -0.662
H (-4.246, 0.706, 0.292)  0.228
H (-3.336, 0.344, 1.768)  0.223
H (-4.016, 1.963, 1.515)  0.256
N (-0.008, 4.007, -0.528)  0.518
O (1.057, 3.930, -1.132)  -0.424
O (-0.460, 5.034, -0.070)  -0.357
S (0.928, 0.785, -1.586)  0.282
C (0.972, 1.757, -3.123)  -0.552
C (-0.257, 1.464, -3.990)  0.069
O (-1.456, 1.700, -3.299)  -0.720
H (-1.597, 2.658, -3.307)  0.485
C (-0.202, 2.336, -5.251)  -0.084
O (-0.393, 3.666, -4.829)  -0.557
C (-0.357, 4.599, -5.879)  -0.242
H (-1.149, 4.401, -6.611)  0.168
H (0.612, 4.581, -6.390)  0.169
H (-0.512, 5.576, -5.426)  0.202
H (-1.002, 2.037, -5.945)  0.178
H (0.765, 2.219, -5.761)  0.171
H (-0.268, 0.404, -4.267)  0.184
H (1.884, 1.445, -3.628)  0.232
H (1.039, 2.813, -2.859)  0.268
H (-1.281, -0.914, -1.481)  0.240
H (-2.548, -0.982, -0.238)  0.228
H (-0.415, 0.118, 1.957)  0.223
H (1.087, -1.099, 3.394)  0.227
H (0.535, -2.731, 5.010)  0.202
H (1.126, -4.368, 5.289)  0.212
H (2.838, -3.482, 6.879)  0.206
H (1.211, -3.022, 7.380)  0.219

Force components x, y, z for each atom (eV/Å):
-0.11 -0.05 -0.21
0.05 0.12 0.07
0.20 0.06 -0.19
-0.16 0.10 0.52
0.02 -0.07 -0.02
-0.05 0.14 -0.01
-0.02 -0.01 -0.05
-0.18 -0.07 -0.31
0.20 -0.17 0.15
-0.07 -0.15 -0.20
0.10 0.01 0.14
0.08 -0.07 0.11
-0.23 1.01 0.40
0.10 -0.52 -0.21
-0.19 -0.23 -0.28
0.23 -0.16 -0.03
0.00 -0.02 -0.05
-0.10 -0.50 -0.10
0.04 0.47 -0.07
0.52 0.71 0.00
-0.82 -1.89 0.28
-0.13 0.45 0.11
0.07 0.17 -0.04
-0.04 -0.09 -0.03
-0.10 -0.06 0.02
-0.07 -0.07 0.08
-0.01 0.01 0.02
0.53 0.75 -0.11
0.15 0.04 0.03
-0.06 0.07 0.03
0.26 0.11 -0.10
-0.48 -0.20 0.23
0.51 0.20 -0.49
-0.38 0.09 0.00
-0.03 -0.04 0.03
-0.15 -0.33 0.06
0.04 -0.19 0.22
-0.05 0.11 -0.07
0.03 0.03 0.01
-0.02 0.02 0.01
0.01 0.04 -0.11
0.08 0.03 0.05
-0.03 0.01 0.02
0.06 0.15 -0.05
0.08 -0.02 -0.02
0.05 -0.17 -0.14
-0.13 0.03 0.11
0.07 0.10 -0.08
-0.01 0.13 0.02
0.05 -0.02 0.11
-0.02 -0.06 -0.03
-0.05 0.00 -0.06
0.12 -0.04 0.10
0.00 0.02 0.12

Summary:
strongest force on any atom: 2.08 eV/A
E_HOMO: -8.554 eV
lowest unoccupied orbital energy: -0.40 eV
net charge: 0
DFT total energy: -1843.99116 a.u.
energy above the lowest of the compared OMol25 structures with the same formula, charge and spin: 94.2 kcal/mol